1.
25
Properties=species:S:1:pos:R:3:forces:R:3 method="wB97M-V/def2-TZVPD" e_above_lowest_ev=2.653 multiplicity=1 homo_lumo_gap_ev=8.98
C -0.44906 -2.04841 0.34352 0.0 -0.3 0.6
N -0.76358 -1.19857 -0.54028 0.0 -0.1 -0.7
N -1.54183 -0.15126 -0.33929 -0.5 0.5 0.1
C -2.27013 0.09023 0.88478 0.5 -0.4 0.0
C -2.05546 0.47397 -1.53314 0.1 -0.1 -0.1
H -0.79895 -2.06815 1.37298 -0.1 0.2 0.0
H 0.23602 -2.82094 0.04046 0.1 -0.2 -0.1
H -1.60041 -0.06224 1.73468 -0.1 0.0 0.0
H -3.13964 -0.56896 0.98622 0.0 -0.1 0.1
H -2.60276 1.12322 0.89443 -0.1 0.1 0.0
H -1.45212 0.13867 -2.37699 -0.1 0.1 0.1
H -1.99212 1.55811 -1.45382 0.0 0.1 0.0
H -3.09901 0.19971 -1.71686 -0.1 0.0 -0.1
C 1.70987 0.39216 1.80088 0.2 0.1 0.0
N 1.34365 0.75286 0.45165 0.0 0.4 -0.1
C 2.25769 0.26730 -0.57449 0.0 0.0 0.1
N 1.67438 0.29533 -1.89079 0.0 0.1 -0.3
H 2.70324 0.76141 2.10044 0.0 -0.1 0.1
H 1.70383 -0.69854 1.88356 0.0 0.1 0.1
H 0.96613 0.79792 2.48821 0.1 -0.1 0.1
H 1.25272 1.76445 0.37268 0.0 -0.2 0.0
H 3.20592 0.83635 -0.60089 -0.1 -0.2 0.1
H 2.48821 -0.77643 -0.33299 0.1 0.1 0.0
H 0.85019 -0.30031 -1.88028 0.0 0.1 0.0
H 1.37320 1.24214 -2.11471 0.0 -0.2 0.0



2.
25
Properties=species:S:1:pos:R:3:forces:R:3 method="wB97M-V/def2-TZVPD" e_above_lowest_ev=3.510 multiplicity=1 homo_lumo_gap_ev=9.18
C 2.72165 -2.13094 -0.05367 0.1 -0.1 -0.3
C 2.03493 -0.81497 -0.23226 0.3 -0.3 -1.9
N 2.72354 0.21199 -0.50440 0.9 -0.5 2.0
C 2.24138 1.54051 -0.29893 -0.8 0.5 -1.2
H 2.32846 -2.65750 0.81589 -0.1 0.0 0.0
H 3.79321 -1.98616 0.05710 0.0 0.0 0.1
H 2.55048 -2.74801 -0.93731 -0.1 -0.2 0.0
H 0.96159 -0.90829 -0.44576 -0.1 0.5 1.1
H 2.76297 1.99282 0.54835 0.0 -0.2 0.0
H 2.50285 2.13193 -1.17856 0.0 0.2 0.0
H 1.15521 1.60063 -0.15510 0.1 0.1 0.1
C -2.99727 0.02457 -0.92025 0.3 0.0 0.1
C -1.49736 0.30645 -0.89857 0.2 -0.1 1.3
N -0.89921 0.42457 0.48293 -0.4 0.2 -0.5
N -1.39404 1.58280 1.12459 -0.3 0.2 -0.1
N -1.01118 -0.76920 1.23869 -0.1 -0.5 -0.1
H -3.22239 -0.92122 -0.43045 -0.1 -0.1 0.0
H -3.55654 0.82022 -0.43138 -0.1 0.0 0.0
H -3.33403 -0.05010 -1.95161 -0.1 0.0 -0.1
H -0.96152 -0.49430 -1.40761 0.1 0.0 0.0
H -1.28212 1.25411 -1.39251 0.1 -0.1 0.1
H -0.78112 1.83570 1.89382 0.0 -0.1 -0.2
H -2.34363 1.46130 1.48592 0.2 -0.1 0.0
H -0.52866 -0.65142 2.12590 0.1 0.1 -0.3
H -1.96719 -1.05549 1.46517 -0.1 0.4 -0.1



3.
23
Properties=species:S:1:pos:R:3:forces:R:3 method="wB97M-V/def2-TZVPD" total_charge=+1 e_above_lowest_ev=0.233 multiplicity=1 homo_lumo_gap_ev=11.84
C -0.62062 -0.05767 1.04221 -0.6 0.0 -0.2
C 0.34585 0.72634 0.19692 -0.1 0.2 -1.0
C 1.48485 -0.08752 -0.46471 -0.1 -0.1 1.0
C 2.07268 -1.11939 0.51468 -0.1 -0.1 -0.5
C 2.57180 0.88942 -0.89338 -0.1 -0.2 -0.4
N -1.36933 -1.05868 0.15613 -0.4 0.1 0.5
H -0.17095 -0.60286 1.85957 0.2 -0.2 0.0
H -1.40751 0.56856 1.45496 0.1 0.1 0.0
H -0.21236 1.23216 -0.60597 -0.1 -0.1 0.1
H 0.74792 1.56656 0.75322 0.2 -0.1 0.5
H 1.06225 -0.63661 -1.31666 0.3 0.1 -0.2
H 2.98928 -1.53071 0.09967 0.2 0.1 0.0
H 2.29920 -0.66949 1.47879 0.0 0.0 0.1
H 1.42794 -1.99254 0.65209 -0.1 0.1 0.2
H 2.20255 1.62454 -1.60057 -0.2 0.3 0.0
H 3.39884 0.39018 -1.40072 0.0 -0.1 0.2
H 2.93968 1.40463 -0.00723 0.2 0.0 0.0
H -2.28575 -0.65936 -0.10121 0.1 0.5 -0.4
H -1.61682 -1.90659 0.66463 0.4 -0.2 -0.1
H -0.84103 -1.26479 -0.69249 0.0 -0.2 0.1
H -3.72816 1.26878 -1.21327 0.3 0.0 -0.1
H -4.37954 0.71018 0.02060 0.3 -0.1 0.1
O -3.51973 0.74594 -0.42877 -0.6 0.0 0.1



4.
23
Properties=species:S:1:pos:R:3:forces:R:3 method="wB97M-V/def2-TZVPD" total_charge=+1 e_above_lowest_ev=2.213 multiplicity=1 homo_lumo_gap_ev=11.00
C -0.69251 1.10223 -0.32954 4.1 -1.7 -1.5
C -0.71992 -0.43115 -0.40830 -0.8 -0.8 1.1
C 0.56605 -1.31115 -0.49145 3.2 0.4 2.2
C 0.54441 -2.66223 -1.31568 0.3 1.8 0.4
C 0.91212 -1.85386 1.01697 -1.1 0.4 -1.2
N 0.18529 1.48171 0.90743 0.0 2.5 -0.4
H -0.33836 1.59503 -1.30107 -0.2 -0.3 1.9
H -1.64953 1.28748 -0.10298 -3.4 1.6 0.7
H -1.23709 -0.56854 0.59958 0.5 -1.0 -1.1
H -1.48029 -0.73518 -1.15539 0.4 0.3 0.2
H 1.47958 -0.64096 -0.92012 -2.0 -1.4 1.0
H 0.73899 -2.23935 -2.28095 -0.2 -0.8 -1.1
H 1.31742 -3.46252 -1.07597 -1.1 1.4 0.0
H -0.46753 -3.00430 -1.21028 -0.4 -0.8 -0.3
H 1.15933 -1.19536 1.86306 0.1 0.2 -0.5
H 1.62196 -2.66253 0.95417 0.6 0.1 0.0
H -0.00966 -2.36351 1.30865 -0.1 0.0 0.1
H 1.13113 1.55145 0.55452 0.7 -0.9 0.2
H 0.12308 0.92709 1.78156 0.0 -0.2 -1.0
H 0.08915 2.51329 1.18858 -0.9 -1.4 -0.6
H -1.82850 4.02265 -0.05048 1.9 -0.7 0.4
H -0.59544 4.78472 0.30287 0.5 0.1 0.1
O -0.84969 3.86499 0.16482 -2.3 1.1 -0.4



5.
23
Properties=species:S:1:pos:R:3:forces:R:3 method="wB97M-V/def2-TZVPD" total_charge=+2 s2=0.754 e_above_lowest_ev=0.619 multiplicity=2 homo_lumo_gap_ev="11.82 / 4.79"
C -1.34758 0.76747 0.69051 0.3 0.8 1.4
C -1.08802 -0.75446 0.75735 0.4 1.6 -0.3
C -0.03235 -1.37194 -0.11675 -1.6 -0.7 -1.3
C 1.47534 -0.99566 0.46356 1.1 0.3 1.6
C 1.93025 -1.92425 1.48369 -0.3 -0.9 0.2
N -0.99186 1.53627 -0.54827 0.5 -1.7 0.4
H -0.92754 1.30035 1.56020 0.8 -0.3 -0.5
H -2.35858 1.00518 0.96835 -0.9 -0.4 -0.6
H -0.85689 -0.88756 1.78747 -0.1 -0.7 0.9
H -2.04798 -1.23553 0.54277 0.1 -0.6 -0.2
H -0.08262 -2.46109 -0.13257 0.3 -0.1 0.4
H -0.15636 -1.11539 -1.17480 0.5 0.3 0.1
H 2.15252 -1.10743 -0.40740 -0.7 0.1 -0.5
H 1.37791 0.00557 0.89071 0.1 0.1 -0.4
H 1.93153 -2.97113 1.17875 0.5 0.1 -0.2
H 1.49105 -1.87904 2.48609 -0.3 0.4 0.2
H 2.97588 -1.63645 1.83271 0.0 0.0 -0.3
H -0.20038 2.16054 -0.39226 -0.6 0.8 -0.1
H -0.60155 0.89568 -1.23597 -0.3 0.0 -0.5
H -1.81313 1.93689 -0.98950 0.2 0.8 -0.2
H 0.36814 2.50960 -3.27387 0.1 -0.2 0.2
H -0.72754 3.45602 -3.50681 -0.4 -0.2 0.6
O -0.47026 2.76638 -2.86396 0.4 0.3 -0.8



6.
24
Properties=species:S:1:pos:R:3:forces:R:3 method="wB97M-V/def2-TZVPD" total_charge=+1 e_above_lowest_ev=2.222 multiplicity=1 homo_lumo_gap_ev=9.27
C -0.74937 0.43397 0.14104 0.1 -1.4 3.0
C 0.34292 -0.39105 0.98802 -0.9 -0.8 -0.7
C 0.38695 -1.97391 0.71346 1.3 0.4 -0.1
C -1.57484 -2.58760 2.05411 0.0 -0.4 -1.0
C -0.98838 -2.62700 0.86852 2.5 0.9 0.0
N 0.00933 1.44452 -0.61747 -1.2 -2.2 -2.8
H -1.41792 -0.30911 -0.29809 0.5 0.5 -1.3
H -1.43861 0.95687 0.81206 0.4 0.2 0.0
H 0.17595 -0.33695 2.09243 0.3 0.6 -1.0
H 1.29527 0.06202 0.64175 -0.1 -0.5 1.0
H 0.85985 -2.18515 -0.29860 -0.6 0.2 1.2
H 1.09366 -2.33446 1.52096 -0.6 0.1 -1.0
H -0.98607 -2.45876 2.96051 -0.5 0.6 -0.1
H -2.62621 -2.71776 1.98501 -0.8 -0.8 1.1
H -1.31595 -3.10271 -0.03955 -1.1 0.3 -0.1
H 0.60897 1.88909 0.01415 0.9 1.3 1.2
H -0.50924 2.13219 -1.18137 0.0 0.3 0.6
H 0.64709 0.96834 -1.31605 -0.4 0.1 0.5
H 2.56268 0.20439 -2.62001 0.0 0.0 0.2
H 2.54328 0.59133 -1.11627 0.6 -0.1 -0.1
O 2.06868 0.10168 -1.79277 -0.2 0.1 -0.3
H -0.50014 4.47862 -1.18726 -2.0 4.5 2.5
H -0.28951 3.94784 -2.64256 -0.1 0.6 0.8
O -0.19840 3.81360 -1.68199 2.0 -4.6 -3.6